The following is a DFT calculation (wB97M-V/def2-TZVPD) of C13H22CoN3O4P as an isolated structure.

```
44
C13H22CoN3O4P wB97M-V/def2-TZVPD
Co -0.444 0.508 0.086
O 1.904 1.651 3.271
C 1.077 1.187 2.397
O 1.036 1.509 1.204
C 0.088 0.181 2.911
C -0.081 -0.316 4.195
C -1.094 -1.253 4.390
C -1.893 -1.669 3.322
C -1.645 -1.116 2.076
N -0.682 -0.215 1.913
C -2.309 -1.354 0.752
O -3.274 -2.180 0.558
O -1.897 -0.701 -0.229
H 2.531 2.303 2.902
H 0.550 0.013 5.011
H -1.263 -1.665 5.376
H -2.674 -2.400 3.488
H -3.571 -2.681 1.337
N -1.582 2.080 0.508
H -1.017 2.923 0.392
H -1.847 2.061 1.493
H -2.448 2.230 -0.004
C 0.573 2.614 -2.306
P -0.473 1.163 -2.091
C 0.087 -0.115 -3.227
C -2.145 1.545 -2.650
H 0.712 2.791 -3.376
H 1.550 2.454 -1.851
H 0.110 3.507 -1.883
H -0.177 0.210 -4.236
H -0.418 -1.058 -3.021
H 1.167 -0.239 -3.174
H -2.053 1.901 -3.680
H -2.658 2.323 -2.088
H -2.746 0.636 -2.651
C 3.897 -1.982 -1.738
C 2.703 -2.573 -0.973
C 1.700 -1.564 -0.646
N 0.909 -0.773 -0.396
H 4.584 -2.791 -1.975
H 4.428 -1.248 -1.136
H 3.582 -1.526 -2.675
H 3.011 -3.024 -0.026
H 2.191 -3.347 -1.550
```

Calculated values
* energy above the lowest of the compared OMol25 structures with the same formula, charge and spin: 0.0000 eV
* calculated total energy: -73389.71350 eV
* total charge: +3